# 1
9
Properties=species:S:1:pos:R:3:forces:R:3 method="wB97M-V/def2-TZVPD" homo_energy_ev="-10.237 / -10.235" gap_ev="7.861 / 7.858" energy_ha=-549.84164 de_lowest_ev=2.6926 spin_multiplicity=1
C -1.027495 -1.875018 0.066860 4.965 1.860 -1.472
C -0.208433 0.942767 -0.409446 -3.027 -1.667 -0.651
N -2.085659 -2.197467 0.307393 -3.051 -0.946 0.764
O 2.209883 -0.113588 0.549638 -1.591 -0.497 -3.261
P 1.135412 -0.216975 -0.782411 -0.347 -0.786 2.966
H 0.026844 1.909975 -0.161913 1.432 2.422 0.576
H -0.970773 0.636125 0.368242 1.207 -0.061 -0.764
H -0.866343 1.067413 -1.334279 0.984 -0.556 0.804
H 1.786564 -0.153231 1.395917 -0.572 0.231 1.038


# 2
55
Properties=species:S:1:pos:R:3:forces:R:3 method="wB97M-V/def2-TZVPD" homo_energy_ev=-5.215 charge=-1 gap_ev=6.650 energy_ha=-2813.11015 spin_multiplicity=1
F 0.327478 -3.145585 0.550805 -0.280 0.046 -0.018
C -0.540213 -2.224024 0.128360 1.012 1.343 0.613
F -1.688230 -2.824749 -0.221987 1.541 0.872 -0.450
F -0.815150 -1.356299 1.117524 0.266 -1.060 -0.961
S 0.299560 -0.939515 -1.432187 -7.043 -0.892 3.009
N -3.034131 1.571566 1.321931 1.329 0.404 -1.575
S -3.926912 1.083971 0.037302 0.806 0.700 2.273
C -5.250734 0.497906 1.115724 -0.309 -0.358 -0.481
C -6.100148 -0.592037 0.867908 0.182 0.329 0.406
C -6.958636 -1.017261 1.896480 0.132 0.322 0.047
C -6.946935 -0.366401 3.142512 0.329 -0.119 -0.113
C -6.068145 0.700202 3.365645 -0.197 -0.102 -0.349
C -5.269489 1.163734 2.321484 -0.653 -0.019 1.143
O -4.407144 2.197479 -0.747589 -0.094 -0.479 -0.339
O -3.344656 -0.066081 -0.596395 -0.231 -0.362 -0.792
S -1.685835 2.430851 1.097430 -1.605 -1.703 0.389
C -0.488795 1.476770 2.059911 0.369 0.068 0.128
C -0.728867 0.913910 3.321886 0.098 0.048 -0.231
C 0.305671 0.244011 3.986111 0.014 -0.005 -0.133
C 1.560807 0.099614 3.381417 -0.003 0.129 -0.047
C 1.781089 0.654253 2.122890 0.017 -0.037 0.097
C 0.766353 1.356369 1.480045 -0.076 -0.228 -0.118
O -1.250594 2.387377 -0.277758 0.450 0.499 0.036
O -1.810299 3.688829 1.786746 0.345 0.389 -0.058
H -6.063025 -1.107278 -0.091917 0.032 0.083 0.270
H -7.612878 -1.883214 1.753567 0.210 0.358 -0.051
H -7.590425 -0.719884 3.952432 0.204 0.034 -0.269
H -5.939610 1.159901 4.346783 -0.377 -0.097 -0.213
H -4.562211 1.982725 2.445688 -0.559 -0.292 0.213
H -1.727134 0.966562 3.753738 0.223 0.069 -0.061
H 0.145203 -0.185273 4.980489 -0.077 0.149 -0.389
H 2.373976 -0.435975 3.882647 -0.376 0.157 -0.089
H 2.742470 0.548369 1.614967 -0.219 0.018 0.268
H 0.928747 1.742522 0.479745 -0.122 0.064 0.320
C 5.945809 -1.012474 -3.086195 0.007 -0.004 -0.071
C 4.509444 -0.547808 -2.935138 -0.212 -0.170 0.353
C 4.139564 0.461887 -4.029899 0.248 -0.110 -0.090
C 3.632837 -1.794363 -3.061409 0.020 -0.262 -0.263
C 2.152375 -1.473862 -3.021248 0.110 0.330 -1.052
O 1.318432 -2.068605 -3.669038 1.269 0.339 0.093
C 1.710653 -0.294872 -2.089973 2.962 0.189 -0.904
C 2.853021 0.497303 -1.367077 -0.212 1.315 0.916
O 2.636043 1.532165 -0.749163 0.025 -1.618 -1.247
C 4.295063 0.046216 -1.543870 0.139 0.156 0.000
H 6.166363 -1.746818 -2.300568 0.150 0.151 -0.188
H 6.038545 -1.500639 -4.062315 0.286 0.059 0.120
H 6.647153 -0.174479 -3.019736 -0.008 -0.156 -0.016
H 3.096026 0.795066 -3.979269 0.218 -0.025 0.019
H 4.788483 1.344835 -3.979424 -0.150 -0.124 -0.001
H 4.285393 -0.019919 -5.003221 -0.044 0.166 0.029
H 3.879548 -2.281470 -4.016782 -0.350 -0.099 0.272
H 3.882555 -2.501024 -2.248132 -0.177 0.192 -0.234
H 1.074643 0.477521 -2.624331 1.071 -0.565 0.105
H 4.585789 -0.673541 -0.751647 -0.303 0.155 -0.357
H 4.941099 0.931510 -1.405908 -0.386 -0.248 0.042


# 3
73
Properties=species:S:1:pos:R:3:forces:R:3 method="wB97M-V/def2-TZVPD" homo_energy_ev=-11.621 charge=+1 gap_ev=8.418 energy_ha=-2531.61680 de_lowest_ev=0.0000 spin_multiplicity=1
C -0.398444 -3.384188 -1.905845 0.574 -0.706 0.292
C 0.968041 -2.731069 -2.053963 -0.889 0.348 -0.267
O 1.508112 -2.598674 -0.733364 0.135 0.196 0.071
C 0.805570 -1.378957 -2.761177 -0.167 -0.075 0.080
N -0.456156 -0.724817 -2.409900 0.614 0.428 0.380
C -0.624532 0.566783 -3.088246 -0.318 -0.547 0.242
C -1.448234 1.524667 -2.242059 -0.166 -0.255 -1.029
O -0.649588 2.611222 -1.656954 -0.269 -0.406 0.261
P -0.362419 2.642955 -0.122567 -0.028 0.556 0.943
I 1.225174 1.003242 0.524219 -0.868 -0.370 -0.082
C 0.251635 4.307467 0.188098 0.897 -0.220 -0.462
C 1.191686 4.478010 1.382869 0.199 0.299 0.432
C 0.449701 4.282986 2.695491 0.087 0.307 0.236
N 0.862133 3.290572 3.548021 -0.137 -0.549 -0.751
O -0.470931 5.021917 2.967958 -0.486 -0.066 -0.114
C -1.792279 2.428404 0.944767 -0.391 -0.621 -0.703
C -3.018770 3.291397 0.585700 0.157 -0.012 0.934
C -3.756900 3.670457 1.869169 -0.269 -0.072 -0.564
Cl -4.158929 2.354948 -0.423867 0.090 0.109 -0.317
H -0.974497 -3.321327 -2.822011 0.033 0.013 -0.039
H -0.228838 -4.433861 -1.653756 -0.214 -0.048 -0.031
H -0.962073 -2.933779 -1.091554 0.003 0.136 -0.033
H 1.611690 -3.376661 -2.658162 0.114 0.074 0.000
H 2.360949 -2.151608 -0.785246 -0.004 -0.089 -0.124
H 0.790598 -1.544483 -3.840111 0.127 -0.024 -0.016
H 1.661701 -0.729908 -2.510579 0.129 -0.030 -0.194
H -0.437214 -0.573781 -1.405476 -0.076 -0.032 0.004
H 0.329196 1.009559 -3.394857 -0.033 0.201 0.034
H -1.221006 0.366823 -3.980869 0.211 0.122 -0.196
H -2.009575 0.962990 -1.496880 0.122 0.166 0.272
H -2.179805 2.018638 -2.874793 0.038 0.267 0.154
H -0.595286 4.987554 0.282678 -0.137 -0.107 -0.034
H 0.807964 4.557839 -0.719466 -0.112 0.136 -0.038
H 1.496265 5.526040 1.380850 0.016 0.006 -0.036
H 2.104720 3.888532 1.310429 -0.160 -0.174 -0.157
H 1.523888 2.645303 3.139085 0.066 0.018 0.130
H 0.074979 2.801394 3.965958 0.134 0.257 0.478
H -1.463793 2.628832 1.965308 0.142 0.070 0.019
H -2.081847 1.375551 0.921427 0.030 -0.021 0.152
H -2.727262 4.191249 0.046991 -0.157 -0.038 -0.196
H -4.628147 4.254606 1.576721 0.059 0.223 0.217
H -3.100282 4.209978 2.548144 -0.044 0.132 -0.032
H -4.129158 2.768290 2.351207 0.141 -0.022 0.096
C -3.119465 -6.102385 -3.348332 -0.010 -0.079 -0.002
C -2.739513 -4.901208 -4.076928 -0.062 -0.183 0.034
N -2.440504 -3.953247 -4.646191 0.050 0.235 -0.136
H -3.068549 -5.915320 -2.277286 0.000 -0.005 0.005
H -4.136585 -6.383673 -3.614476 -0.003 -0.014 0.017
H -2.442276 -6.917156 -3.598121 0.033 0.020 0.003
C -2.747714 3.405858 6.419882 -0.036 0.041 0.064
C -2.407819 2.764205 5.161055 -0.013 0.005 0.069
N -2.138882 2.264680 4.164434 0.194 -0.098 0.003
H -2.629105 4.483572 6.322523 0.005 0.001 -0.005
H -3.779487 3.178367 6.680999 0.000 -0.001 0.007
H -2.090425 3.041198 7.206777 -0.006 -0.001 0.008
C 1.654192 -3.999725 2.027265 0.022 -0.036 0.066
C 1.137355 -4.520606 3.286353 0.060 0.038 -0.107
N 0.726088 -4.928564 4.274675 -0.071 -0.048 0.173
H 2.742537 -3.974949 2.057501 0.001 -0.005 -0.010
H 1.335087 -4.632189 1.202466 -0.019 0.039 -0.029
H 1.277870 -2.994198 1.857156 -0.024 -0.014 -0.057
C 2.900584 -6.253859 -1.822007 0.050 0.026 0.041
C 1.705360 -6.620333 -2.568060 0.168 0.052 0.091
N 0.766002 -6.905888 -3.156880 -0.317 -0.026 -0.121
H 3.736697 -6.124511 -2.506639 0.014 -0.005 0.009
H 2.728741 -5.320775 -1.285162 -0.005 0.000 0.006
H 3.144353 -7.037551 -1.107354 0.015 0.002 0.006
C 6.015602 3.289628 -0.867826 0.051 0.002 -0.030
C 4.711789 2.887978 -0.362149 0.211 0.036 -0.081
N 3.686254 2.568666 0.039578 0.476 0.424 -0.034
H 6.798569 2.838862 -0.261106 0.006 0.005 -0.001
H 6.127964 2.961665 -1.899400 0.007 0.005 -0.002
H 6.108386 4.373012 -0.824147 0.009 0.001 -0.001


# 4
7
Properties=species:S:1:pos:R:3:forces:R:3 method="wB97M-V/def2-TZVPD" homo_energy_ev="-9.166 / -9.170" gap_ev="7.718 / 7.717" energy_ha=-986.05234 de_lowest_ev=2.2025 spin_multiplicity=1
C -0.415109 -0.088819 -0.162057 -0.319 -0.144 -0.063
O -0.874602 -2.355556 -1.605325 -0.287 -0.964 0.028
O -2.360016 1.724444 0.518852 -0.453 0.887 -0.339
S -0.372622 -0.999096 -1.845560 -0.473 1.577 1.365
S -1.777210 0.493945 1.057598 1.090 -1.484 -1.151
H 0.156545 -0.750899 0.484468 0.263 -0.054 0.062
H 0.149646 0.813992 -0.377652 0.178 0.183 0.097